No. 1
A structure of composition C25H22N2O2OsS3 in a non-equilibrium geometry. Source: the Open Molecules 2025 dataset; level of theory: ωB97M-V with the def2-TZVPD basis set.

Cartesian coordinates (Å):
Os -1.224 -2.979 -0.051
S 0.930 -1.967 0.239
S -1.902 -0.870 -0.810
S -3.007 -4.363 -0.543
O -0.608 -4.322 1.135
O 0.504 -6.257 1.442
N -0.737 1.462 -0.712
N 1.876 0.317 -0.913
C -2.568 4.074 -1.852
C -2.096 -7.432 2.022
C -3.007 -5.761 0.509
C 0.815 -0.448 -0.588
C 4.040 1.044 -0.116
C -1.919 4.268 0.457
C -0.557 0.145 -0.755
C -4.171 -6.472 0.511
C 5.149 1.562 -0.742
C -4.407 -7.610 1.294
C -2.120 2.001 -0.611
C -3.338 -8.087 2.044
C 5.825 2.652 -0.222
C 0.506 2.336 -0.725
C 5.476 3.164 0.997
C 3.667 1.645 1.156
C 3.289 -0.114 -0.642
C 4.385 2.626 1.713
C -0.506 -5.664 1.223
C -2.139 3.478 -0.679
C 1.579 1.658 -1.512
C -2.785 5.459 -1.943
C -1.911 -6.286 1.295
C -2.009 5.650 0.342
C -2.512 6.224 -0.845
H 0.772 2.600 0.290
H -2.652 7.304 -0.861
H -2.667 1.645 0.337
H 5.513 1.005 -1.612
H -2.664 1.607 -1.501
H 3.790 -0.395 -1.592
H -1.447 3.787 1.325
H 2.517 2.266 -1.451
H 2.847 1.241 1.736
H -4.919 -6.223 -0.226
H 6.729 2.941 -0.725
H -5.279 -8.232 1.141
H -3.008 5.914 -2.918
H -2.839 3.450 -2.691
H 3.222 -0.984 0.028
H -1.242 -7.853 2.529
H 0.183 3.226 -1.247
H -1.734 6.292 1.161
H -3.372 -9.062 2.537
H 6.286 3.827 1.421
H 1.267 1.523 -2.569
H 4.179 2.986 2.766

Computed properties:
HOMO energy (spin up / spin down) (eV): -14.2713 / -14.2772
Net charge: +2
Multiplicity: 5
F_max (eV/Å): 3.11
LUMO level (spin up / spin down) (eV): -7.82 / -8.75

***

No. 2
An isolated molecule of C25H22N2O3S. Source: the Open Molecules 2025 dataset; level of theory: ωB97M-V with the def2-TZVPD basis set.

Cartesian coordinates (Å):
S 0.339 -2.399 -1.073
O -1.247 2.290 -1.118
O -0.966 0.577 3.938
O 3.296 -1.423 -0.248
N -1.619 -1.449 0.381
N -0.710 0.079 -1.150
C -3.952 0.245 2.607
C -0.142 1.227 3.332
C -3.846 1.563 2.165
C 2.825 0.578 1.056
C 2.560 -0.726 0.646
C -0.819 -1.149 -0.568
C 0.860 0.581 2.453
C -3.234 -0.759 2.001
C 2.178 1.351 -3.060
C 1.969 1.233 1.922
C -2.287 0.869 0.478
C 1.953 0.780 -4.301
C -2.386 -0.457 0.932
C -0.115 2.734 3.398
C 0.638 -0.750 2.091
C -1.406 1.187 -0.637
C 0.835 -0.008 -4.508
C -1.298 -1.082 -3.732
C 1.294 1.111 -2.025
C 0.187 0.302 -2.237
C -3.023 1.874 1.108
C 4.403 -0.804 -0.860
C 1.036 -2.714 0.606
C 1.438 -1.396 1.172
C -0.075 -0.253 -3.488
H -0.213 -1.257 2.520
H 0.654 -0.435 -5.483
H 3.686 1.104 0.674
H -4.595 0.014 3.443
H 2.642 0.960 -5.112
H 3.035 1.990 -2.901
H -1.153 -2.092 -3.349
H -1.505 -1.148 -4.797
H 4.814 -1.549 -1.539
H -0.154 3.153 2.395
H 0.799 3.070 3.884
H 1.446 1.550 -1.051
H -4.411 2.340 2.658
H -0.970 3.082 3.972
H -2.165 -0.652 -3.232
H -3.294 -1.781 2.339
H 4.098 0.076 -1.433
H 5.163 -0.524 -0.124
H 2.183 2.257 2.184
H -2.923 2.886 0.743
H 0.266 -3.201 1.199
H 1.882 -3.374 0.427

Computed properties:
HOMO energy (eV): -8.3524
Energy relative to the best compared isomer or geometry (same formula, charge and spin) (eV): 0.000
F_max (eV/Å): 0.89
LUMO level (eV): 0.39

***

No. 3
A structure of composition C25H22N3SZn. Source: the Open Molecules 2025 dataset; level of theory: ωB97M-V with the def2-TZVPD basis set.

Cartesian coordinates (Å):
Zn -0.205 -0.370 -1.109
S -0.220 0.985 3.087
N 1.607 -1.308 -1.577
N -2.390 -0.891 -1.215
N -0.229 -0.463 0.976
C 3.909 -1.249 -0.960
C 0.126 2.652 -1.842
C -0.313 -0.738 3.291
C -0.300 -1.355 2.039
C -4.320 2.373 0.627
C 3.294 -1.869 -3.168
C -3.985 2.433 -0.720
C -0.025 1.594 -0.951
C 1.975 -1.695 -2.806
C 0.129 4.260 -0.040
C -0.014 3.231 0.873
C -0.360 -2.744 1.942
C -0.074 1.911 0.422
C 4.303 -1.638 -2.239
C -0.386 -1.481 4.464
C -0.449 -2.858 4.356
C -3.438 0.137 0.734
C 5.753 -1.793 -2.589
C -4.051 1.220 1.350
C -0.436 -3.484 3.105
C -3.364 1.358 -1.336
C 2.572 -1.093 -0.670
C -3.083 0.217 -0.603
C -0.182 0.789 1.370
C 0.210 3.969 -1.397
H -0.339 -3.220 0.967
H 0.337 4.774 -2.112
H -3.250 -0.775 1.294
H 6.221 -2.549 -1.956
H 3.533 -2.184 -4.177
H -0.381 -0.998 5.432
H 1.179 -1.875 -3.519
H 0.185 5.285 0.304
H 0.178 2.462 -2.909
H 2.247 -0.789 0.318
H -2.696 -1.025 -2.171
H -3.097 1.408 -2.387
H -4.792 3.220 1.108
H -4.321 1.156 2.396
H -0.479 -4.565 3.050
H 4.646 -1.063 -0.187
H -0.082 3.457 1.934
H -4.205 3.323 -1.297
H -2.598 -1.741 -0.704
H 6.284 -0.855 -2.420
H -0.510 -3.459 5.254
H 5.885 -2.084 -3.629

Computed properties:
HOMO energy (eV): -11.0688
Net charge: +1
F_max (eV/Å): 0.62
LUMO level (eV): -2.68

***

No. 4
A structure of composition C25H22N4OS2SeW in a non-equilibrium geometry. Source: the Open Molecules 2025 dataset; level of theory: ωB97M-V with the def2-TZVPD basis set.

Cartesian coordinates (Å):
W 0.363 0.146 -0.051
Se 1.921 -2.276 -2.011
S -0.754 1.795 1.297
S -0.187 -1.225 1.866
O 2.394 -0.883 0.643
N -1.570 -0.813 7.833
N 1.043 -3.679 -2.470
N 0.466 -1.580 -1.178
N -1.748 3.196 7.164
C -0.972 -0.709 4.440
C 1.484 1.795 -0.231
C -1.445 -0.361 6.791
C -1.355 2.022 3.934
C -1.641 2.447 6.308
C 1.378 2.344 -1.615
C -0.224 -3.619 -2.079
C 0.632 3.702 -1.541
C 1.036 0.602 -3.466
C 0.252 -0.335 -4.135
C -2.507 -4.303 -1.966
C -1.298 0.157 5.477
C -1.051 -0.583 -3.723
C -1.592 0.146 -2.674
C -0.815 1.091 -1.969
C 3.157 -0.372 1.758
C -0.784 -0.206 3.158
C -1.451 1.540 5.230
C -0.563 -2.435 -1.336
C 2.767 2.609 -2.221
C -2.829 -3.150 -1.217
C 0.540 1.323 -2.383
C -1.229 -4.564 -2.374
C -1.873 -2.225 -0.877
C -1.027 1.150 2.897
H 2.241 -1.824 0.858
H -0.977 -5.447 -2.936
H 0.360 4.013 -2.546
H -1.360 1.864 -1.419
H 3.324 1.687 -2.371
H -0.270 3.660 -0.934
H -2.112 -1.324 -0.303
H 2.021 0.816 -3.850
H -1.659 -1.299 -4.256
H -0.844 -1.760 4.650
H 2.043 2.449 0.442
H 3.338 3.244 -1.549
H 2.666 3.132 -3.169
H 2.625 -0.510 2.706
H 3.331 0.690 1.591
H 0.649 -0.832 -5.009
H 1.281 4.462 -1.115
H -3.298 -4.988 -2.231
H -2.645 0.040 -2.443
H 4.115 -0.897 1.798
H -1.493 3.071 3.718
H -3.853 -2.994 -0.911

Computed properties:
HOMO energy (spin up / spin down) (eV): -14.2852 / -14.4015
Energy relative to the best compared isomer or geometry (same formula, charge and spin) (eV): 1.291
Net charge: +2
F_max (eV/Å): 3.49
LUMO level (spin up / spin down) (eV): -8.47 / -8.76

***

No. 5
A structure of composition C25H22NO4STi in a non-equilibrium geometry. Source: the Open Molecules 2025 dataset; level of theory: ωB97M-V with the def2-TZVPD basis set.

Cartesian coordinates (Å):
Ti -0.082 -0.081 -0.124
S -5.426 -1.486 0.431
O -5.845 -2.674 -0.216
O -6.239 -0.256 0.454
O 1.722 -0.376 -0.570
O -1.692 -1.054 0.713
N -3.906 -1.090 0.055
C 5.723 2.030 -1.875
C -0.194 0.614 -2.336
C 5.221 0.953 -4.400
C -2.949 -1.230 0.959
C 1.172 0.338 1.789
C -2.273 -0.022 -1.548
C -4.925 -1.899 2.089
C 6.559 2.320 -2.924
C 0.891 1.562 1.035
C 4.091 0.536 -0.867
C -5.750 -2.466 3.050
C -5.202 -2.792 4.289
C -3.823 -2.568 4.485
C -1.137 -0.484 -2.288
C -0.927 1.124 2.424
C -0.456 2.001 1.387
C -3.010 -2.009 3.489
C 6.349 1.755 -4.178
C 4.361 0.598 -3.352
C 4.635 1.138 -2.047
C -3.554 -1.685 2.252
C 0.038 0.097 2.641
C -2.052 1.261 -1.025
C -0.762 1.678 -1.498
C 3.229 -0.703 -0.796
H -5.842 -3.211 5.063
H -6.814 -2.653 2.828
H -0.357 2.685 -1.366
H 3.819 -1.323 -0.026
H 7.302 3.078 -2.777
H 1.602 2.092 0.400
H -1.050 -1.472 -2.776
H 2.085 -0.284 1.771
H -3.243 -0.507 -1.532
H -0.003 -0.621 3.456
H -1.950 -1.826 3.667
H 7.047 2.055 -4.974
H 5.963 2.477 -0.913
H 3.515 -0.076 -3.463
H 3.307 -1.243 -1.772
H -0.998 2.919 1.103
H 0.719 0.691 -2.973
H -3.421 -2.856 5.467
H -2.776 1.848 -0.443
H -1.763 1.341 3.093
H 4.053 1.038 0.107
H 5.019 0.717 -5.439

Computed properties:
HOMO energy (spin up / spin down) (eV): -7.6863 / -8.1847
Multiplicity: 2
F_max (eV/Å): 3.86
LUMO level (spin up / spin down) (eV): -0.73 / -1.04

***

No. 6
A structure of composition C25H23BaN9O3S. Source: the Open Molecules 2025 dataset; level of theory: ωB97M-V with the def2-TZVPD basis set.

Cartesian coordinates (Å):
Ba -0.550 0.083 0.774
S 1.507 -0.182 -1.701
O 0.745 0.905 -2.282
O 2.230 0.172 -0.476
O -2.725 2.332 4.504
N -1.899 2.420 -0.221
N -1.877 -0.840 3.125
N -0.547 -1.724 -3.303
N 1.508 -0.268 2.730
N 0.574 -1.370 -1.253
N 5.406 -2.157 -5.694
N 2.766 -0.073 2.301
N -1.629 -1.943 -1.188
N -1.775 1.805 2.455
C 2.911 -0.094 4.482
C -1.904 -2.130 3.468
C -2.329 -2.582 4.703
C -2.837 -2.385 -3.189
C 2.692 -0.720 -2.878
C -3.158 4.706 -1.131
C -0.551 -1.687 -1.962
C 2.552 -0.359 -4.210
C -2.748 -1.641 5.634
C 3.637 0.017 3.317
C -2.269 1.547 3.658
C 4.638 -2.010 -3.403
C -2.725 -0.303 5.288
C -1.842 3.206 2.089
C -2.803 3.704 -2.023
C 3.465 -0.821 -5.139
C -2.282 0.066 4.022
C 1.587 -0.276 4.054
C -2.227 3.388 0.641
C 3.730 -1.549 -2.472
C -2.750 -2.290 -1.814
C -2.171 2.584 -1.518
C 4.517 -1.648 -4.747
C -1.681 -2.071 -3.890
C -2.864 4.549 0.210
H -2.536 3.754 2.731
H -3.088 -1.951 6.614
H -3.038 0.485 5.957
H 3.817 -1.822 -1.429
H 0.693 -0.401 4.644
H -3.126 5.311 0.932
H 5.495 -1.593 -6.525
H 4.690 0.166 3.150
H -1.566 -2.835 2.715
H -3.750 -2.672 -3.687
H 6.307 -2.415 -5.324
H -3.659 5.601 -1.479
H -3.608 -2.493 -1.182
H 2.928 -0.042 1.300
H -1.850 1.786 -2.179
H -1.662 -2.099 -4.976
H 5.451 -2.659 -3.098
H 3.280 -0.052 5.491
H 1.728 0.278 -4.496
H -0.860 3.687 2.217
H 3.367 -0.547 -6.183
H -3.007 3.790 -3.081
H -2.330 -3.640 4.926

Computed properties:
HOMO energy (eV): -7.7585
Energy relative to the best compared isomer or geometry (same formula, charge and spin) (eV): 0.143
F_max (eV/Å): 0.78
LUMO level (eV): 0.43